Arrangement P

A molecular structure, C23H28BrIrN3O2, computed with ωB97M-V/def2-TZVPD.

The geometry in ORCA input format:
```
! wB97M-V def2-TZVPD RIJCOSX def2/J DEFGRID3
* xyz 1 1
Ir 0.8790 0.4146 -0.5134
C -0.1830 5.6048 0.6989
C 0.7822 4.6859 0.0044
C 1.9548 5.1418 -0.5904
C 2.8069 4.2457 -1.2019
C 2.4763 2.8991 -1.2129
Br 3.6434 1.6932 -2.0384
N 1.3563 2.4373 -0.6569
C 0.5377 3.3277 -0.0578
H 0.1733 6.6325 0.6765
H -0.3145 5.3147 1.7415
H -1.1629 5.5775 0.2212
H 2.2044 6.1950 -0.5689
H 3.7264 4.5687 -1.6666
H -0.3396 2.8969 0.4073
O -5.7992 -1.1484 -1.2759
C -5.3704 0.1372 -1.6622
C -3.8759 0.2155 -1.5356
C -3.2082 1.4074 -1.8006
C -1.8359 1.4446 -1.6846
N -1.1108 0.3817 -1.3211
C -1.7475 -0.7768 -1.0643
C -3.1245 -0.8879 -1.1667
C -0.8590 -1.9071 -0.7337
C -1.2761 -3.2223 -0.6849
C -0.3398 -4.2443 -0.5841
C -0.8000 -5.6814 -0.5337
O -1.6751 -5.9919 -1.6000
C 1.0002 -3.8926 -0.5948
C 1.3513 -2.5552 -0.5961
N 0.4463 -1.5734 -0.5952
H -6.7559 -1.2017 -1.3498
H -5.8159 0.9168 -1.0341
H -5.6407 0.3543 -2.7022
H -3.7476 2.2968 -2.0990
H -1.2791 2.3479 -1.8970
H -3.6288 -1.8193 -0.9605
H -2.3235 -3.4735 -0.7784
H -1.3773 -5.8368 0.3789
H 0.0634 -6.3506 -0.4981
H -1.1679 -6.0945 -2.4112
H 1.7759 -4.6465 -0.5805
H 2.3800 -2.2367 -0.5862
C 3.6601 -1.1095 1.7556
C 2.3501 -0.4291 2.1789
C 2.6597 0.4322 3.4144
C 1.2906 -1.4574 2.5946
C 1.8820 0.4874 1.0535
H 4.0261 -1.7325 2.5744
H 4.4243 -0.3634 1.5317
H 3.5462 -1.7382 0.8776
H 3.0253 -0.1876 4.2348
H 1.7636 0.9540 3.7570
H 3.4252 1.1773 3.1887
H 1.6621 -2.0315 3.4458
H 1.0427 -2.1602 1.8037
H 0.3716 -0.9550 2.9016
H 2.0717 1.5169 1.3965
*
```

Gap between HOMO and LUMO, eV: 6.84
LUMO, eV: -3.42

Okay, here come the natural (NBO) numbers, in e, for every atom:
1. Ir 0.48
2. C -0.64
3. C -0.03
4. C -0.14
5. C -0.25
6. C 0.15
7. Br 0.14
8. N -0.46
9. C 0.04
10. H 0.23
11. H 0.24
12. H 0.23
13. H 0.23
14. H 0.25
15. H 0.22
16. O -0.72
17. C -0.09
18. C 0.05
19. C -0.23
20. C 0.06
21. N -0.48
22. C 0.17
23. C -0.22
24. C 0.25
25. C -0.22
26. C 0.03
27. C -0.09
28. O -0.70
29. C -0.24
30. C 0.07
31. N -0.43
32. H 0.49
33. H 0.19
34. H 0.19
35. H 0.23
36. H 0.21
37. H 0.25
38. H 0.24
39. H 0.21
40. H 0.18
41. H 0.47
42. H 0.24
43. H 0.23
44. C -0.58
45. C -0.18
46. C -0.60
47. C -0.59
48. C -0.13
49. H 0.22
50. H 0.22
51. H 0.19
52. H 0.22
53. H 0.21
54. H 0.21
55. H 0.22
56. H 0.20
57. H 0.21
58. H 0.14


Arrangement Q

A molecular structure, C23H28BrIrN3O2, computed with ωB97M-V/def2-TZVPD.

The geometry in ORCA input format:
```
! wB97M-V def2-TZVPD RIJCOSX def2/J DEFGRID3
* xyz 1 1
Ir -0.1037 -0.1373 0.1489
C 4.8244 -0.1016 -2.2092
C 3.3446 -0.0932 -2.4571
C 2.7980 -0.1431 -3.7333
C 1.4248 -0.1368 -3.8915
C 0.6166 -0.0864 -2.7693
Br -1.2426 -0.0625 -3.0101
N 1.1156 -0.0432 -1.5322
C 2.4544 -0.0469 -1.3976
H 5.3751 -0.1644 -3.1453
H 5.1103 -0.9525 -1.5905
H 5.1397 0.8059 -1.6935
H 3.4412 -0.1900 -4.6026
H 0.9719 -0.1732 -4.8707
H 2.8097 -0.0343 -0.3744
O 1.6348 2.8893 6.1986
C 2.4104 3.1883 5.0609
C 1.7977 2.5321 3.8578
C 2.4191 2.6157 2.6144
C 1.8201 2.0177 1.5277
N 0.6701 1.3460 1.6114
C 0.0711 1.2389 2.8109
C 0.6055 1.8340 3.9460
C -1.1938 0.4847 2.8163
C -2.0268 0.3824 3.9167
C -3.2802 -0.2020 3.7883
C -4.1819 -0.3096 4.9951
O -4.3910 0.9446 5.6123
C -3.6734 -0.6204 2.5250
C -2.7767 -0.5347 1.4770
N -1.5417 -0.0517 1.6269
H 2.0321 3.2985 6.9729
H 3.4399 2.8273 5.1697
H 2.4545 4.2693 4.8809
H 3.3510 3.1501 2.4872
H 2.2630 2.0856 0.5417
H 0.1144 1.7605 4.9035
H -1.7349 0.7927 4.8729
H -3.6945 -0.9323 5.7472
H -5.1218 -0.7952 4.7197
H -5.0180 1.4581 5.0920
H -4.6570 -1.0356 2.3529
H -3.0309 -0.8648 0.4832
C -1.8491 -3.5067 -0.2461
C -0.5162 -3.2546 0.4697
C 0.4331 -4.4128 0.1160
C -0.6938 -3.2558 1.9936
C 0.0888 -1.9624 -0.0590
H -2.2789 -4.4468 0.1045
H -1.6990 -3.5826 -1.3241
H -2.5670 -2.7141 -0.0690
H 0.0214 -5.3651 0.4543
H 1.4063 -4.2765 0.5914
H 0.5853 -4.4771 -0.9628
H -1.0762 -4.2277 2.3104
H -1.3904 -2.4979 2.3396
H 0.2627 -3.0908 2.4922
H 0.9461 -2.2330 -0.6927
*
```

Gap between HOMO and LUMO, eV: 6.63
LUMO, eV: -3.37

Okay, here come the natural (NBO) numbers, in e, for every atom:
1. Ir 0.52
2. C -0.64
3. C -0.03
4. C -0.14
5. C -0.25
6. C 0.15
7. Br 0.13
8. N -0.46
9. C 0.05
10. H 0.23
11. H 0.24
12. H 0.23
13. H 0.23
14. H 0.25
15. H 0.22
16. O -0.72
17. C -0.09
18. C 0.05
19. C -0.23
20. C 0.06
21. N -0.48
22. C 0.16
23. C -0.22
24. C 0.26
25. C -0.23
26. C 0.03
27. C -0.09
28. O -0.70
29. C -0.24
30. C 0.07
31. N -0.45
32. H 0.49
33. H 0.19
34. H 0.19
35. H 0.23
36. H 0.21
37. H 0.25
38. H 0.24
39. H 0.21
40. H 0.18
41. H 0.48
42. H 0.24
43. H 0.23
44. C -0.59
45. C -0.16
46. C -0.60
47. C -0.60
48. C -0.15
49. H 0.22
50. H 0.22
51. H 0.20
52. H 0.22
53. H 0.21
54. H 0.21
55. H 0.22
56. H 0.20
57. H 0.21
58. H 0.14


Energies relative to the minimum, kcal/mol: arrangement P 0.0; arrangement Q 5.9


Arrangement P

2 unconnected molecules or ions with the total composition C3H5ClS, computed with ωB97M-V/def2-TZVPD.

The geometry in ORCA input format:
```
! wB97M-V def2-TZVPD RIJCOSX def2/J DEFGRID3
* xyz 0 1
C -0.5975 1.4052 0.4884
C -0.3625 0.3504 1.1791
C -0.2910 -0.8400 1.6479
Cl 0.8160 -2.0576 1.1531
H -1.1361 1.4824 -0.4666
H -0.2216 2.4567 0.6903
H -0.8601 -1.2138 2.5126
S 0.6786 -1.1108 -2.2616
H -0.0301 0.0461 -2.5885
H 2.0044 -0.5186 -2.3547
*
```

Gap between HOMO and LUMO, eV: 10.07
LUMO, eV: 0.65

Okay, here come the natural (NBO) numbers, in e, for every atom:
1. C -0.43
2. C 0.04
3. C -0.29
4. Cl 0.01
5. H 0.22
6. H 0.22
7. H 0.23
8. S -0.32
9. H 0.15
10. H 0.17


Arrangement Q

C3H5ClS in the gas phase, computed with ωB97M-V/def2-TZVPD.

The geometry in ORCA input format:
```
! wB97M-V def2-TZVPD RIJCOSX def2/J DEFGRID3
* xyz 0 1
S -2.5652 0.7012 0.2946
C -1.0924 0.6783 -0.3845
C -0.3179 -0.5662 -0.4005
C 1.0336 -0.2518 0.5663
Cl 1.9637 1.2204 0.0712
H -0.6092 1.6008 -0.6984
H 0.2061 -0.8372 -1.4196
H -0.8023 -1.5045 0.0944
H 1.5886 -1.1631 0.4114
H 0.5951 0.1221 1.4651
*
```

Gap between HOMO and LUMO, eV: 8.46
LUMO, eV: -0.35

Okay, here come the natural (NBO) numbers, in e, for every atom:
1. S 0.05
2. C -0.28
3. C -0.49
4. C -0.35
5. Cl -0.08
6. H 0.22
7. H 0.24
8. H 0.24
9. H 0.23
10. H 0.22


Arrangement R

C3H5ClS in the gas phase, computed with ωB97M-V/def2-TZVPD.

The geometry in ORCA input format:
```
! wB97M-V def2-TZVPD RIJCOSX def2/J DEFGRID3
* xyz 0 1
S 0.6910 0.7195 -2.9634
C 0.1513 -0.0717 -1.4972
C 0.3771 0.3400 0.0879
C -0.5409 -0.3675 1.0585
Cl -0.7636 0.4946 2.5994
H -0.0722 -1.0095 -1.5529
H 1.3439 0.2082 0.4494
H 0.6594 1.3552 0.2427
H -0.1722 -1.4280 1.0557
H -1.6737 -0.2409 0.5199
*
```

Gap between HOMO and LUMO, eV: 8.12
LUMO, eV: -1.01

Okay, here come the natural (NBO) numbers, in e, for every atom:
1. S 0.01
2. C -0.13
3. C -0.53
4. C -0.39
5. Cl -0.03
6. H 0.13
7. H 0.24
8. H 0.25
9. H 0.23
10. H 0.21


Energies relative to the minimum, kcal/mol: arrangement P 25.7; arrangement Q 0.0; arrangement R 38.5